This record from the OMol25 dataset describes one molecule with the formula C3H6N4O. The level of theory is the ωB97M-V functional and the def2-TZVPD basis.

Output
**LUMO level**: 0.59 eV
**Energy relative to the best compared isomer or geometry (same formula, charge and spin)**: 418.59 kJ/mol
**Orbital gap**: 8.480 eV

Atoms and positions in Å:
C -0.94291 -0.29058 -0.01798
C 0.32964 -1.91881 0.15755
C 0.32360 0.30401 0.08006
H -2.45207 0.96834 0.67802
H -2.85107 0.02876 -0.49912
H 0.52997 -3.02890 -0.07510
H 2.35784 0.62667 0.14437
H 0.71476 2.07756 -0.87224
H 0.42900 2.10318 0.75459
N -2.03813 0.46667 -0.15620
N -0.93453 -1.65294 -0.12632
N 1.10621 -0.82659 0.15196
N 0.91389 1.57627 0.02645
O 2.51380 -0.43363 -0.24604